C37H32BrCaClN5O5PS | ωB97M-V/def2-TZVPD

```
84
Properties=species:S:1:pos:R:3:forces:R:3
Ca -0.3179 0.8198 -0.2597 0.21 -0.35 -0.20
O -4.8852 -2.2048 2.5290 0.03 -0.09 0.07
C -3.7805 -2.5950 3.1355 -0.17 -0.05 0.01
O -3.7780 -3.4221 4.0180 0.03 0.06 -0.03
C -2.5048 -1.9668 2.6940 0.20 -0.03 0.21
C -1.3092 -2.1851 3.3508 -0.06 0.02 -0.08
N -0.3741 -1.4791 2.7002 0.00 0.10 0.00
N -0.8727 -0.8158 1.6507 0.06 0.02 -0.09
C -2.1681 -1.0959 1.6357 -0.19 -0.09 0.02
C -3.0171 -0.5294 0.5206 -0.12 -0.20 0.30
O -4.2478 -0.5805 0.6394 0.11 -0.03 -0.12
O -2.3584 -0.0738 -0.4502 -0.18 0.27 -0.29
H -4.6939 -1.5286 1.8077 -0.01 0.04 -0.02
H -1.0879 -2.7886 4.2138 -0.03 -0.01 0.01
H 0.6103 -1.4112 2.9039 -0.03 -0.02 0.00
Cl 2.0596 0.8012 -2.4320 0.04 -0.17 0.09
C 3.2473 -0.4835 -2.3245 -0.01 0.26 -0.12
C 4.4100 -0.3021 -3.0611 -0.03 -0.06 0.06
C 5.3886 -1.2802 -3.0346 0.01 0.02 -0.02
C 5.2021 -2.4288 -2.2778 0.02 -0.01 -0.01
C 4.0354 -2.5923 -1.5538 -0.10 0.02 0.03
C 3.0254 -1.6245 -1.5621 0.17 -0.18 0.07
P 1.4975 -1.8176 -0.5832 -0.21 0.41 -0.06
C 1.9852 -2.9772 0.7339 0.14 -0.05 0.00
C 2.7304 -2.4507 1.7929 0.00 0.02 -0.04
C 3.1113 -3.2536 2.8550 0.01 0.01 0.02
C 2.7407 -4.5928 2.8796 0.02 0.00 0.05
C 2.0042 -5.1229 1.8334 -0.02 -0.04 -0.02
C 1.6334 -4.3228 0.7600 -0.05 0.05 0.00
C 0.4216 -2.8021 -1.6686 0.03 -0.12 0.00
C 0.7505 -3.1378 -2.9783 -0.01 0.00 0.02
C -0.1784 -3.7808 -3.7879 0.00 -0.01 -0.02
C -1.4340 -4.0996 -3.2931 -0.01 -0.02 -0.02
C -1.7649 -3.7766 -1.9822 -0.03 -0.01 0.00
C -0.8455 -3.1262 -1.1777 0.00 0.00 0.00
H 4.5351 0.6012 -3.6411 0.01 0.00 -0.01
H 6.2980 -1.1406 -3.6036 0.00 0.00 0.00
H 5.9643 -3.1960 -2.2511 0.00 0.00 0.00
H 3.8925 -3.4869 -0.9607 0.01 -0.01 0.00
H 3.0126 -1.4028 1.7828 0.01 0.00 0.00
H 3.6922 -2.8329 3.6659 0.00 -0.01 0.00
H 3.0269 -5.2193 3.7141 0.00 0.00 0.00
H 1.7136 -6.1652 1.8466 0.00 0.00 0.01
H 1.0565 -4.7481 -0.0509 0.00 0.00 -0.01
H 1.7242 -2.8851 -3.3785 0.01 -0.01 0.01
H 0.0838 -4.0303 -4.8080 -0.01 0.00 0.00
H -2.1565 -4.5960 -3.9275 0.00 0.00 0.00
H -2.7458 -4.0135 -1.5912 0.00 0.00 0.00
H -1.1219 -2.8521 -0.1658 0.02 0.01 0.00
Br 2.2560 1.4368 1.4059 0.04 -0.03 0.06
C 1.4408 2.5182 2.7783 0.03 0.01 -0.01
C 2.1944 2.7954 3.8772 0.02 -0.01 -0.02
C 1.6414 3.6174 4.8833 -0.01 0.02 0.02
C 0.3862 4.1284 4.7317 0.02 -0.01 0.01
C -0.3896 3.8388 3.5819 0.00 0.01 -0.01
C -1.6829 4.3844 3.4139 -0.03 -0.01 -0.04
C -2.4108 4.0761 2.3009 -0.13 -0.04 0.06
C -1.8937 3.1949 1.3230 0.21 0.17 0.05
C -0.6284 2.6402 1.3964 -0.05 -0.04 -0.22
C 0.1204 2.9905 2.5575 0.05 0.01 0.02
H 3.1979 2.4054 3.9762 0.00 -0.01 0.00
H 2.2270 3.8411 5.7652 0.00 0.00 0.00
H -0.0406 4.7682 5.4954 0.00 0.00 0.00
H -2.0794 5.0434 4.1774 0.00 0.00 0.00
H -3.4022 4.4969 2.1734 -0.01 -0.01 0.02
H -2.5376 2.9777 0.4713 0.01 -0.04 -0.01
C -4.1174 5.1369 -3.5921 -0.03 0.04 0.01
C -3.2110 4.0304 -4.1258 0.06 -0.02 -0.02
C -2.0259 3.7793 -3.2513 -0.12 -0.06 -0.04
N -1.8181 2.6757 -2.6311 -0.05 -0.12 -0.17
N -0.6804 2.6780 -1.8759 0.21 0.19 0.13
C -0.0466 3.8166 -1.9098 -0.16 0.07 0.09
N 1.0875 4.0578 -1.1929 0.02 -0.05 -0.03
S -0.7997 4.9809 -2.9449 0.09 0.00 0.08
H -4.9802 5.2700 -4.2438 0.00 -0.01 0.00
H -3.5937 6.0925 -3.5346 0.01 -0.01 -0.01
H -4.4783 4.8922 -2.5930 0.00 -0.01 0.00
H -2.8702 4.2711 -5.1361 -0.01 0.02 0.01
H -3.7467 3.0831 -4.1837 -0.01 0.01 0.01
H 1.1480 3.4849 -0.3550 -0.03 0.05 0.05
H 1.3058 5.0249 -1.0165 0.00 0.00 -0.03
O -0.9622 -0.2283 -2.9076 0.02 0.20 0.16
H -0.9787 -1.1669 -3.1233 0.01 -0.04 0.07
H -1.8422 -0.0372 -2.5497 -0.07 -0.02 -0.03
```
Positions in Å, forces in eV/Å.

For the HOMO-LUMO gap, the calculation gives 0.290 hartree. The calculation puts the max |F| at 0.00899 hartree/bohr. The total energy comes out at -177708.8623 eV. The value obtained for the highest occupied orbital energy is -7.67 eV. For the LUMO energy, the calculation gives 0.229 eV. As for the relative energy (zero: lowest compared OMol25 entry of this formula, charge and spin): 31.78 kJ/mol.

Results of the Löwdin charge analysis, in e, for atoms 1 through 4:
1 Ca 1.03
2 O 0.12
3 C -0.51
4 O 0.09